Below is C54H45N10PV as an isolated structure, with properties calculated with the ωB97M-V functional and the def2-TZVPD basis.

Results
Charge: +2
⟨S²⟩: 3.760
HOMO energy (alpha / beta) in eV: -12.25 / -12.28
2S+1: 4
Max |F| in eV/Å: 3.12

Last column: Löwdin charge in e.
CARTESIAN COORDINATES (ANGSTROEM)
V1 0.019 -0.028 0.016  0.83
P1 -1.900 1.418 -2.227  1.22
N1 -1.460 -0.927 -0.888  -0.03
N2 -3.130 2.579 0.067  -0.04
N3 0.187 3.159 -2.436  -0.06
N4 -2.773 -1.181 -2.639  -0.05
N5 4.460 -1.310 -0.309  0.14
N6 2.738 -3.866 -0.114  0.13
N7 0.436 1.700 -0.799  -0.03
N8 -1.564 1.113 0.564  0.01
N9 0.992 -2.532 -0.372  0.10
N10 2.551 -0.210 -0.472  0.07
C1 -3.692 5.355 3.837  -0.06
C2 3.585 0.658 -0.646  -0.12
C3 -3.074 -4.584 1.942  -0.05
C4 1.738 3.113 0.830  -0.15
C5 -1.321 -2.475 1.597  -0.06
C6 2.892 2.513 2.860  -0.06
C7 -4.410 -5.594 -2.746  -0.05
C8 -2.204 -2.803 0.564  -0.17
C9 -4.012 3.417 -0.700  0.00
C10 -2.246 1.684 -0.434  -0.38
C11 2.869 5.395 -1.650  -0.02
C12 1.010 3.733 -1.521  -0.10
C13 4.774 -0.004 -0.541  -0.04
C14 2.304 -2.581 -0.202  -0.26
C15 -2.401 1.321 4.167  -0.01
C16 -3.114 -3.841 0.777  -0.01
C17 -5.269 -2.990 -2.339  -0.03
C18 0.577 -3.825 -0.413  -0.11
C19 -1.973 0.870 5.400  -0.05
C20 0.087 0.128 4.428  -0.07
C21 2.401 4.809 2.416  -0.05
C22 1.137 2.821 -0.471  -0.15
C23 -0.729 0.276 5.538  -0.06
C24 3.105 -1.397 -0.281  -0.26
C25 -2.145 -4.291 2.927  -0.06
C26 -5.756 -5.281 -2.846  -0.06
C27 -1.289 -3.214 2.763  -0.05
C28 3.290 6.704 -1.804  -0.05
C29 -6.183 -3.977 -2.655  -0.05
C30 2.990 3.846 3.216  -0.06
C31 1.014 7.422 -2.061  -0.05
C32 -2.189 -2.062 -0.694  -0.14
C33 -3.738 3.525 2.274  -0.20
C34 -1.585 1.181 3.044  -0.14
C35 2.366 7.717 -2.004  -0.05
C36 -3.921 -3.307 -2.200  -0.22
C37 -2.983 -2.251 -1.826  -0.09
C38 -5.074 5.443 3.784  -0.06
C39 -3.025 4.400 3.092  -0.02
C40 1.511 5.094 -1.702  -0.21
C41 -2.033 1.639 1.735  -0.12
C42 -5.128 3.607 2.241  -0.04
C43 -3.396 -0.955 -3.916  -0.01
C44 -0.199 3.709 -3.708  -0.01
C45 1.644 -4.664 -0.250  -0.04
C46 -3.489 -4.612 -2.428  -0.03
C47 -5.791 4.559 2.994  -0.06
C48 -0.156 1.920 -1.981  -0.39
C49 1.767 4.446 1.247  -0.02
C50 0.587 6.117 -1.915  -0.04
C51 -0.338 0.573 3.192  -0.06
C52 -3.013 2.574 1.430  -0.10
C53 -1.843 -0.388 -2.047  -0.41
C54 2.273 2.145 1.679  -0.07
H1 -5.593 6.193 4.361  0.11
H2 -3.855 -4.069 0.029  0.10
H3 -1.948 4.332 3.132  0.12
H4 -3.592 -1.909 -4.408  0.11
H5 -0.397 -0.070 6.505  0.11
H6 3.678 -4.198 0.039  0.17
H7 -4.081 -6.608 -2.908  0.11
H8 -1.112 4.300 -3.613  0.10
H9 1.059 -0.333 4.530  0.11
H10 -7.229 -3.732 -2.748  0.11
H11 -2.437 -4.847 -2.360  0.12
H12 -0.469 5.892 -1.931  0.11
H13 -4.345 -0.428 -3.796  0.10
H14 5.782 0.343 -0.616  0.12
H15 -0.638 -1.628 1.475  0.06
H16 5.133 -2.049 -0.185  0.17
H17 0.598 4.352 -4.085  0.11
H18 3.587 4.604 -1.490  0.12
H19 -5.598 -1.975 -2.174  0.12
H20 3.322 1.750 3.490  0.11
H21 1.285 5.200 0.649  0.11
H22 -3.134 6.041 4.456  0.11
H23 -6.868 4.616 2.962  0.11
H24 -2.099 -4.892 3.820  0.11
H25 2.694 8.739 -2.103  0.11
H26 -0.579 -2.961 3.538  0.11
H27 -4.019 4.424 -0.281  0.11
H28 0.292 8.208 -2.216  0.11
H29 -3.666 3.446 -1.734  0.07
H30 3.502 4.134 4.118  0.11
H31 4.342 6.937 -1.769  0.11
H32 -2.616 0.976 6.259  0.11
H33 1.704 -5.733 -0.230  0.12
H34 -6.475 -6.053 -3.069  0.11
H35 -5.696 2.909 1.645  0.12
H36 -3.771 -5.395 2.080  0.11
H37 3.421 1.698 -0.841  0.10
H38 -2.738 -0.350 -4.539  0.09
H39 0.315 0.473 2.320  0.06
H40 -0.448 -4.090 -0.572  0.10
H41 -0.381 2.897 -4.412  0.10
H42 2.233 1.095 1.411  0.07
H43 -3.376 1.771 4.069  0.12
H44 2.437 5.848 2.698  0.11
H45 -5.033 3.032 -0.679  0.10